Entry 1:
{
  "formula": "C21H18N2O5S5SbW",
  "method": "ωB97M-V/def2-TZVPD",
  "total_charge": -2,
  "max_force_ev_per_a": 2.8,
  "s_squared": 0.771,
  "lumo_energy_ha": [0.131, 0.131],
  "orbital_gap_ha": [0.1919, 0.2149],
  "multiplicity": 2,
  "de_lowest_kj_mol": 332.7,
  "e_homo_ev": [-1.651, -2.275],
  "elements": ["W", "C", "N", "C", "C", "N", "C", "C", "C", "C", "C", "C", "C", "S", "C", "C", "C", "C", "C", "C", "S", "H", "H", "H", "H", "H", "H", "H", "H", "H", "H", "H", "H", "H", "H", "H", "H", "H", "H", "O", "C", "C", "O", "C", "C", "O", "C", "O", "O", "S", "Sb", "S", "S"],
  "positions_angstrom": [[0.75719, -0.90322, -0.66469], [-2.04879, 1.24291, 1.86883], [-1.00004, 0.30869, 2.20428], [0.21239, 0.91377, 2.68183], [1.18010, 1.35343, 1.53118], [0.73121, 1.00450, 0.19257], [2.86655, -0.20082, -0.39697], [0.59689, 2.09088, -0.68321], [1.42064, 3.21396, -0.69041], [1.19481, 4.25835, -1.58525], [0.14231, 4.18405, -2.48583], [-0.66626, 3.04908, -2.50358], [-0.43695, 1.99801, -1.62495], [-1.34691, 0.52032, -1.53560], [-1.42828, -0.87122, 2.85270], [-1.62136, -0.93337, 4.22585], [-2.00313, -2.12042, 4.84660], [-2.19410, -3.25693, 4.07646], [-2.00389, -3.20131, 2.69954], [-1.62716, -2.01825, 2.06463], [-1.45628, -2.03785, 0.31333], [-2.47924, 1.72476, 2.76791], [-2.83845, 0.73288, 1.31747], [-1.64680, 2.01524, 1.21036], [0.72789, 0.18565, 3.30335], [0.00232, 1.79516, 3.31343], [2.16282, 0.94436, 1.75941], [1.27387, 2.43769, 1.57327], [2.87018, 0.76911, -0.88900], [3.53575, -0.87848, -0.90705], [3.13303, -0.14707, 0.64517], [2.26407, 3.26553, -0.01229], [1.85995, 5.11425, -1.58719], [-0.03390, 4.98689, -3.19196], [-1.47146, 2.95863, -3.22443], [-1.45739, -0.03677, 4.81523], [-2.13985, -2.15720, 5.92154], [-2.46729, -4.19610, 4.54386], [-2.11478, -4.09585, 2.09814], [-0.47240, -0.91511, -6.73062], [-0.20507, -0.95572, -5.55975], [0.79424, -0.05766, -4.82139], [1.45809, 0.82571, -5.30857], [0.72191, -0.54610, -3.42969], [-0.14642, -1.57212, -3.25287], [-0.25739, -2.07338, -2.08453], [-0.82253, -1.93911, -4.52950], [-1.66052, -2.77629, -4.74009], [1.38672, -0.15548, -2.36963], [1.89583, -5.55372, 1.41492], [1.07076, -3.68310, 0.36729], [1.44367, -1.71000, 1.63876], [2.34346, -2.90113, -1.43887]],
  "atomic_forces_ev_per_a": [[-1.169, 2.120, 1.476], [0.027, -0.039, -0.090], [-0.118, 0.244, 0.121], [0.057, -0.015, -0.075], [0.070, 0.197, -0.005], [0.107, -0.310, 0.076], [0.097, -0.130, -0.362], [-0.124, -0.106, 0.214], [0.090, 0.134, 0.042], [-0.037, -0.111, 0.047], [-0.045, -0.141, 0.067], [-0.026, 0.065, -0.065], [-0.211, -0.033, -0.096], [0.245, -0.186, -0.011], [-0.005, -0.177, -0.222], [-0.027, -0.058, 0.036], [0.022, 0.046, -0.078], [0.025, 0.051, -0.076], [-0.036, -0.050, 0.059], [-0.050, -0.131, 0.166], [0.254, -0.039, -0.207], [-0.008, 0.009, -0.039], [-0.016, -0.012, 0.016], [0.005, -0.001, -0.003], [0.000, 0.021, 0.061], [0.012, 0.014, -0.033], [0.065, 0.020, 0.019], [0.008, 0.021, 0.075], [0.206, 0.070, 0.052], [0.191, 0.062, 0.013], [0.219, 0.072, 0.043], [-0.008, 0.015, -0.018], [-0.003, -0.009, 0.001], [-0.002, -0.014, -0.006], [0.023, 0.021, 0.019], [0.008, -0.005, -0.012], [0.012, 0.019, -0.012], [0.009, 0.017, -0.018], [-0.013, 0.012, 0.023], [-0.001, 0.036, -0.086], [-0.186, -0.275, 0.247], [-0.159, -0.494, 0.910], [0.097, 0.140, -0.144], [0.764, 1.013, -1.108], [-0.829, -0.913, -1.194], [-0.499, -0.199, 0.102], [0.667, 0.525, 0.574], [-0.141, -0.117, -0.176], [0.495, 0.525, -0.967], [0.025, -0.064, 0.067], [0.269, -1.642, 0.669], [0.102, -0.169, -0.343], [-0.460, -0.026, 0.253]]
}


Entry 2:
{
  "formula": "C21H18N2O7",
  "method": "ωB97M-V/def2-TZVPD",
  "smiles": "CCOC(=O)C[C@H](NC(=O)c1cc2ccccc2oc1=O)c1cccc([N+](=O)[O-])c1",
  "max_force_ev_per_a": 1.3,
  "lumo_energy_ha": -0.032,
  "orbital_gap_ha": 0.3176,
  "multiplicity": 1,
  "de_lowest_kj_mol": 389.0,
  "e_homo_ev": -9.523,
  "elements": ["C", "C", "O", "C", "O", "C", "C", "N", "C", "O", "C", "C", "C", "C", "C", "C", "C", "C", "O", "C", "O", "C", "C", "C", "C", "C", "N", "O", "O", "C", "H", "H", "H", "H", "H", "H", "H", "H", "H", "H", "H", "H", "H", "H", "H", "H", "H", "H"],
  "positions_angstrom": [[-2.12967, 0.47356, 3.40020], [-1.19426, 1.64663, 3.15038], [-0.89012, 1.76754, 1.75771], [-1.72513, 2.47470, 0.99844], [-2.69457, 3.05356, 1.41053], [-1.31441, 2.48480, -0.46417], [-0.10725, 1.59993, -0.81945], [-0.41244, 0.21531, -0.56018], [-0.39245, -0.71605, -1.52812], [-0.14491, -0.47506, -2.69590], [-0.71863, -2.11541, -1.08954], [-0.85709, -3.05764, -2.05744], [-1.15875, -4.41174, -1.73583], [-1.32042, -5.42582, -2.68904], [-1.61226, -6.70872, -2.29000], [-1.74934, -7.00939, -0.93512], [-1.59501, -6.03076, 0.02342], [-1.29899, -4.72873, -0.37425], [-1.15061, -3.78699, 0.58429], [-0.86721, -2.48754, 0.31256], [-0.75535, -1.74131, 1.26464], [1.15014, 2.06103, -0.11205], [1.84708, 1.24716, 0.77550], [2.99007, 1.70226, 1.41478], [3.46450, 2.97779, 1.17894], [2.77636, 3.78495, 0.28196], [3.25791, 5.11739, 0.01253], [2.61600, 5.80472, -0.75298], [4.27494, 5.47155, 0.56933], [1.63286, 3.33710, -0.36399], [-1.70914, -0.43498, 2.97589], [-2.26780, 0.33900, 4.46888], [-3.09714, 0.66622, 2.94231], [-1.64387, 2.58246, 3.49687], [-0.22828, 1.49245, 3.63545], [-2.18377, 2.16263, -1.04231], [-1.11857, 3.52347, -0.73545], [0.05960, 1.67128, -1.90357], [-0.61399, -0.05760, 0.39580], [-0.73296, -2.75988, -3.08990], [-1.21145, -5.17857, -3.73388], [-1.73658, -7.48873, -3.02497], [-1.97871, -8.01940, -0.63240], [-1.69717, -6.24538, 1.07497], [1.49547, 0.24783, 0.97694], [3.51151, 1.05482, 2.10279], [4.34901, 3.35775, 1.66584], [1.14347, 3.99747, -1.06412]],
  "atomic_forces_ev_per_a": [[0.225, 0.234, -0.236], [-0.307, -0.007, 0.566], [0.179, -0.263, -0.092], [-0.259, 0.315, -0.385], [-0.036, -0.023, 0.067], [0.102, -0.160, 0.031], [-0.158, 0.212, -0.303], [-0.028, 0.254, 0.306], [-0.034, -0.011, 0.174], [0.026, -0.065, -0.278], [-0.038, -0.475, -0.555], [0.085, 0.548, 0.419], [-0.092, -0.279, 0.564], [0.006, 0.078, 0.209], [-0.011, -0.078, -0.111], [0.031, 0.140, -0.029], [0.056, 0.297, 0.110], [-0.057, -0.496, -0.847], [-0.033, -0.094, 0.282], [0.090, 0.515, 0.267], [-0.036, -0.359, -0.228], [0.350, -0.050, -0.022], [0.056, 0.118, -0.087], [-0.089, -0.013, -0.066], [0.045, 0.339, -0.128], [-0.404, -1.219, 0.289], [0.189, 0.493, -0.092], [-0.114, 0.214, -0.186], [0.235, 0.135, 0.105], [0.136, 0.110, 0.038], [-0.015, -0.069, 0.051], [-0.039, -0.020, 0.138], [-0.093, -0.002, 0.001], [0.168, -0.127, -0.047], [-0.086, 0.061, -0.065], [0.041, 0.056, 0.037], [-0.050, -0.005, 0.029], [-0.057, 0.029, 0.275], [0.030, -0.165, -0.186], [0.031, 0.093, -0.053], [0.010, 0.018, -0.121], [-0.008, -0.056, -0.070], [-0.020, -0.082, 0.045], [-0.012, -0.027, 0.123], [-0.054, -0.109, 0.022], [0.055, -0.046, 0.062], [0.022, 0.003, 0.010], [-0.039, 0.035, -0.030]]
}


Entry 3:
{
  "formula": "C21H18N2O8PtS",
  "method": "ωB97M-V/def2-TZVPD",
  "max_force_ev_per_a": 1.5,
  "lumo_energy_ha": -0.068,
  "orbital_gap_ha": 0.2361,
  "multiplicity": 1,
  "de_lowest_kj_mol": 11.2,
  "e_homo_ev": -8.281,
  "elements": ["Pt", "O", "C", "O", "C", "C", "C", "N", "C", "C", "C", "O", "O", "H", "H", "H", "O", "C", "O", "C", "C", "C", "C", "C", "C", "C", "C", "C", "N", "H", "H", "H", "H", "H", "H", "C", "C", "O", "O", "H", "H", "H", "C", "S", "C", "H", "H", "H", "H", "H", "H"],
  "positions_angstrom": [[-1.30691, -0.04281, 0.07569], [4.34633, 3.71042, 0.44868], [3.49858, 3.72216, 1.35762], [3.50055, 4.19440, 2.50335], [2.19709, 2.97511, 0.99027], [1.89044, 2.70425, -0.34169], [0.77579, 1.96538, -0.66091], [-0.00946, 1.47152, 0.31160], [0.26013, 1.72897, 1.61173], [1.33172, 2.50435, 1.97775], [-0.65884, 1.01109, 2.57278], [-0.89260, 1.35702, 3.69127], [-1.18563, -0.12131, 2.05091], [2.56702, 3.06627, -1.10477], [0.48462, 1.72497, -1.67323], [1.52801, 2.73463, 3.01690], [-3.08745, -3.60534, -0.15892], [-2.33711, -2.68051, -0.00491], [-2.70700, -1.42027, -0.11649], [-0.87683, -2.87184, 0.31739], [-0.40509, -4.16468, 0.56623], [0.91181, -4.32740, 0.86380], [1.76741, -3.20997, 0.88688], [3.14642, -3.34394, 1.17970], [3.96621, -2.25666, 1.17033], [3.44271, -0.98696, 0.84703], [2.11722, -0.82803, 0.56378], [1.23775, -1.92926, 0.59666], [-0.10863, -1.79839, 0.34632], [-1.11299, -4.97865, 0.51503], [1.31923, -5.30864, 1.07403], [3.53263, -4.32955, 1.40784], [5.01855, -2.36096, 1.39743], [4.09853, -0.12541, 0.81652], [1.74922, 0.13783, 0.28533], [-1.35743, -0.27794, -4.17595], [-1.05236, -0.34408, -2.70820], [-1.73735, 0.46174, -1.91861], [-0.20475, -1.07678, -2.23023], [-2.36805, 0.07955, -4.35701], [-1.21153, -1.26049, -4.61577], [-0.65610, 0.41319, -4.64667], [-4.36763, 0.91642, -0.50606], [-2.96854, 1.52986, 0.44204], [-2.59203, 2.99316, -0.53044], [-5.09602, 1.72452, -0.54829], [-4.77486, 0.05867, 0.01984], [-4.02399, 0.63124, -1.49610], [-2.28963, 2.69251, -1.53013], [-1.80265, 3.54262, -0.02355], [-3.49652, 3.59797, -0.55677]],
  "atomic_forces_ev_per_a": [[-1.037, 1.099, 0.308], [-0.193, -0.054, 0.022], [0.362, 0.212, 0.164], [-0.095, -0.104, -0.128], [-0.179, -0.170, -0.092], [0.053, 0.168, -0.051], [-0.271, 0.134, 0.096], [0.698, -0.151, 0.220], [-0.221, -0.069, -0.179], [-0.058, 0.160, 0.141], [-0.168, -0.711, -0.128], [0.274, 0.174, 0.076], [0.107, 0.412, 0.275], [0.010, -0.019, 0.006], [0.052, -0.059, -0.014], [0.027, -0.013, -0.003], [0.061, -0.107, 0.065], [-0.087, 0.272, -0.082], [-0.101, -0.293, 0.087], [0.095, 0.101, 0.051], [-0.074, -0.003, -0.013], [0.029, -0.062, 0.012], [0.041, 0.001, 0.030], [-0.008, 0.019, -0.009], [0.034, 0.022, 0.004], [0.026, -0.003, 0.003], [-0.053, -0.070, 0.010], [-0.137, -0.044, -0.017], [0.198, -0.053, -0.552], [-0.009, 0.010, 0.000], [0.001, 0.007, 0.010], [-0.019, 0.002, -0.002], [-0.010, 0.004, -0.002], [-0.018, -0.002, -0.006], [0.038, 0.019, 0.001], [-0.085, 0.152, 0.009], [0.197, -0.087, 0.391], [0.489, -0.751, 0.202], [0.191, -0.219, -0.750], [-0.004, -0.006, -0.013], [0.008, -0.003, 0.007], [0.002, -0.008, 0.002], [-0.021, -0.044, 0.070], [-0.262, 0.172, -0.243], [0.122, -0.034, 0.018], [-0.003, -0.012, 0.034], [0.018, -0.013, -0.011], [-0.012, 0.012, -0.008], [-0.010, 0.019, -0.014], [0.007, 0.000, -0.020], [-0.001, -0.004, 0.025]]
}


Entry 4:
{
  "formula": "C21H18N5O2RuS",
  "method": "ωB97M-V/def2-TZVPD",
  "total_charge": 3,
  "max_force_ev_per_a": 2.2,
  "lumo_energy_ha": [-0.472, -0.465],
  "orbital_gap_ha": [0.1925, 0.1997],
  "multiplicity": 1,
  "e_homo_ev": [-18.070, -18.075],
  "elements": ["Ru", "O", "C", "O", "C", "C", "C", "C", "C", "N", "H", "H", "H", "H", "C", "C", "N", "C", "C", "C", "C", "C", "C", "C", "C", "C", "N", "C", "H", "H", "H", "H", "H", "H", "H", "H", "S", "C", "N", "C", "C", "N", "H", "H", "H", "H", "H", "H"],
  "positions_angstrom": [[0.24626, 0.81201, -0.10696], [1.85884, 4.42808, 0.11142], [1.54126, 3.33381, -0.20707], [0.41634, 2.68989, 0.20910], [2.31309, 2.46673, -1.13775], [3.39995, 2.92471, -1.84365], [4.03136, 2.05161, -2.72324], [3.54166, 0.75846, -2.86979], [2.44612, 0.35858, -2.13468], [1.84991, 1.20420, -1.27542], [3.72092, 3.94891, -1.70151], [4.89021, 2.38256, -3.29309], [4.00194, 0.05639, -3.55112], [2.03330, -0.63298, -2.23348], [0.03437, -3.33210, -1.46772], [0.50016, -2.15197, -0.89193], [-0.26855, -1.06597, -0.78078], [-1.55373, -1.13125, -1.24058], [-2.10041, -2.26709, -1.82689], [-1.25842, -3.39434, -1.94081], [-3.46081, -2.22240, -2.28537], [-4.19712, -1.09321, -2.15898], [-3.63577, 0.08669, -1.56261], [-4.32716, 1.31481, -1.41441], [-3.70290, 2.39822, -0.83468], [-2.38771, 2.28238, -0.39881], [-1.71344, 1.12976, -0.53115], [-2.32710, 0.04601, -1.11064], [0.69515, -4.18514, -1.53717], [1.50932, -2.07729, -0.50649], [-1.63045, -4.30166, -2.40230], [-3.88811, -3.10928, -2.73545], [-5.22042, -1.06228, -2.51094], [-5.34871, 1.39831, -1.76739], [-4.21529, 3.34257, -0.71505], [-1.86509, 3.10915, 0.06395], [1.68118, 0.34885, 1.71252], [1.28220, -0.38533, 3.26222], [1.07708, -1.66088, 3.49856], [0.97916, -1.93179, 4.95433], [1.14127, -0.51759, 5.56286], [1.31401, 0.32832, 4.35888], [1.05840, -2.37747, 2.79286], [1.76777, -2.61416, 5.26110], [0.02168, -2.38838, 5.19071], [2.01022, -0.43080, 6.20995], [0.26777, -0.19303, 6.12270], [1.47031, 1.32537, 4.38673]],
  "atomic_forces_ev_per_a": [[1.062, -1.763, 0.908], [-0.142, 0.100, 0.077], [-0.386, -0.314, 0.243], [0.042, 0.990, 0.050], [0.244, -0.001, -0.254], [-0.001, -0.082, -0.080], [0.018, 0.091, 0.006], [-0.022, -0.025, -0.016], [0.076, -0.066, -0.042], [-0.170, 0.027, 0.526], [0.001, -0.010, 0.032], [0.006, -0.033, -0.007], [-0.002, 0.013, -0.014], [-0.004, 0.009, 0.010], [0.004, -0.026, 0.017], [-0.143, -0.047, -0.012], [-0.106, -0.367, -0.216], [0.172, 0.045, 0.082], [-0.103, -0.160, -0.113], [-0.041, 0.019, -0.007], [0.056, -0.044, 0.021], [0.000, 0.061, 0.004], [-0.199, 0.064, -0.049], [0.006, -0.039, -0.014], [-0.075, -0.021, -0.037], [-0.080, -0.131, 0.004], [-0.013, 0.704, 0.142], [0.146, 0.111, 0.126], [-0.001, 0.008, 0.001], [0.011, 0.002, -0.008], [-0.004, 0.005, 0.019], [0.012, 0.009, -0.006], [0.009, 0.008, 0.005], [0.001, -0.005, 0.020], [-0.002, -0.007, 0.006], [0.100, -0.024, -0.033], [0.143, 1.217, -1.220], [-0.656, -0.351, -0.205], [-0.063, -0.106, 0.152], [0.028, 0.007, 0.019], [-0.039, -0.017, 0.026], [0.012, 0.035, 0.127], [0.044, 0.008, -0.037], [0.069, 0.023, -0.041], [-0.062, 0.053, -0.047], [0.079, 0.002, -0.059], [-0.062, 0.006, -0.059], [0.036, 0.024, -0.048]]
}